[1]
The molecule C7H9Cl2N3S in a non-equilibrium geometry, computed with ωB97M-V/def2-TZVPD.

The geometry in XYZ format:
```
22
Properties=species:S:1:pos:R:3:nbo_charge:R:1
C 0.715 -1.068 2.825 -0.609
C -0.618 -0.325 2.597 -0.404
C -1.454 -0.983 1.512 -0.415
C -0.908 -0.736 0.112 -0.494
S -1.195 1.039 -0.327 0.250
C -0.102 1.157 -1.677 0.297
N -0.642 1.394 -2.835 -0.491
C 0.180 1.458 -3.835 0.440
Cl -0.480 1.835 -5.422 0.041
N 1.504 1.369 -3.723 -0.496
C 1.954 1.118 -2.519 0.437
Cl 3.716 1.133 -2.385 0.032
N 1.195 0.996 -1.455 -0.492
H 0.504 -2.060 3.216 0.201
H 1.335 -0.540 3.578 0.215
H 1.279 -1.151 1.882 0.202
H -1.194 -0.303 3.525 0.204
H -0.434 0.704 2.338 0.209
H -2.489 -0.599 1.562 0.211
H -1.501 -2.065 1.678 0.214
H -1.490 -1.324 -0.639 0.220
H 0.126 -1.051 -0.008 0.227
```

Charge ... 0
HOMO-LUMO gap ... 9.060 eV
HOMO energy ... -9.35 eV
E_tot ... -47755.427 eV
SMILES string ... CCCCSc1nc(Cl)nc(Cl)n1
Energy relative to the best compared isomer or geometry (same formula, charge and spin) ... 0.00 kcal per mole

[2]
A cluster of 2 separate species, C9H14 in total in a non-equilibrium geometry, computed with ωB97M-V/def2-TZVPD.

The geometry in XYZ format:
```
23
Properties=species:S:1:pos:R:3:nbo_charge:R:1
C -3.287 -1.110 -1.716 -0.616
C -3.635 -0.205 -0.552 -0.607
H -2.549 -0.625 -2.383 0.194
H -2.786 -2.011 -1.362 0.199
H -4.109 -1.569 -2.253 0.227
H -4.239 0.640 -0.820 0.217
H -2.763 0.405 -0.249 0.171
H -4.013 -0.754 0.330 0.219
C 2.928 -1.553 0.434 -0.703
C 0.982 -0.016 -0.144 -0.068
C 2.209 -0.250 0.556 0.236
C 0.276 1.175 -0.025 -0.241
C 2.683 0.812 1.350 -0.244
C 0.662 2.162 0.880 0.009
C 1.958 1.963 1.482 -0.087
H 0.502 -0.888 -0.607 0.247
H -0.545 1.121 -0.736 0.264
H 2.780 -2.109 -0.488 0.261
H 2.782 -2.163 1.336 0.294
H 3.717 0.661 1.619 0.252
H -0.031 2.960 1.006 0.257
H 2.464 2.801 1.891 0.251
H 4.016 -1.446 0.449 0.269
```

Charge ... +1
HOMO-LUMO gap (alpha / beta) ... 9.524 / 5.722 eV
2S+1 ... 2
HOMO energy (alpha / beta) ... -14.09 / -14.09 eV
E_tot ... -9550.471 eV
⟨S²⟩ ... 0.769
Energy relative to the best compared isomer or geometry (same formula, charge and spin) ... 22.38 kcal per mole

[3]
A cluster of 6 separate species, C14H41NO6PS in total in a non-equilibrium geometry, computed with ωB97M-V/def2-TZVPD.

The geometry in XYZ format:
```
64
Properties=species:S:1:pos:R:3:nbo_charge:R:1
S -0.247 -2.482 3.612 -0.518
P -1.440 -1.416 2.502 0.808
C -2.881 -2.400 1.844 -0.387
C -3.581 -3.231 2.923 -0.103
O -4.735 -2.597 3.454 -0.502
C -4.703 -1.190 3.511 -0.101
C -4.471 -0.554 2.133 -0.268
N -3.975 -1.591 1.197 -0.496
H -0.739 -0.837 1.432 0.028
H -1.973 -0.350 3.244 -0.021
H -2.475 -3.049 1.076 0.275
H -2.873 -3.537 3.689 0.239
H -3.930 -4.144 2.444 0.211
H -5.679 -0.872 3.859 0.229
H -3.988 -0.814 4.245 0.189
H -3.770 0.267 2.136 0.262
H -5.396 -0.154 1.735 0.235
H -4.743 -2.242 1.015 0.440
H -3.678 -1.198 0.300 0.464
C 1.591 -0.008 -2.083 -0.630
C 1.292 -0.833 -0.850 -0.064
O 0.077 -1.587 -0.986 -0.759
H 0.771 0.682 -2.294 0.192
H 2.510 0.561 -1.951 0.237
H 1.712 -0.650 -2.957 0.209
H 1.160 -0.189 0.019 0.163
H 2.118 -1.517 -0.642 0.182
H 0.181 -2.176 -1.742 0.472
C 3.680 -3.642 1.123 -0.636
C 4.569 -2.970 2.152 -0.061
O 4.146 -1.632 2.411 -0.720
H 3.687 -3.073 0.192 0.208
H 4.011 -4.660 0.913 0.217
H 2.646 -3.680 1.477 0.196
H 5.594 -2.908 1.792 0.180
H 4.571 -3.538 3.087 0.159
H 3.245 -1.673 2.751 0.459
C -4.388 3.148 -1.230 -0.651
C -4.483 2.510 0.135 -0.061
O -3.498 1.470 0.273 -0.785
H -4.543 2.406 -2.015 0.207
H -5.125 3.942 -1.350 0.227
H -3.392 3.569 -1.362 0.241
H -5.461 2.052 0.292 0.167
H -4.325 3.254 0.920 0.172
H -2.637 1.887 0.134 0.490
C 6.429 0.675 -3.588 -0.634
C 6.069 -0.173 -2.383 -0.062
O 4.861 -0.907 -2.592 -0.734
H 5.622 1.371 -3.819 0.209
H 7.342 1.245 -3.407 0.220
H 6.585 0.049 -4.469 0.201
H 5.898 0.455 -1.510 0.178
H 6.880 -0.868 -2.147 0.162
H 4.996 -1.482 -3.353 0.463
C 0.478 5.178 -2.506 -0.636
C 0.082 4.407 -1.263 -0.062
O -1.156 3.707 -1.448 -0.748
H -0.300 5.892 -2.775 0.218
H 1.410 5.721 -2.347 0.224
H 0.615 4.503 -3.354 0.201
H -0.070 5.082 -0.424 0.182
H 0.865 3.693 -0.989 0.159
H -1.038 3.096 -2.185 0.466
```

Charge ... +1
HOMO-LUMO gap ... 8.838 eV
HOMO energy ... -11.87 eV
E_tot ... -49073.871 eV